Entry a
The following is a quantum chemistry calculation of 4 unconnected molecules or ions with the total composition C2H12O3S, from OMol25.

Geometry as ORCA input:
```
! wB97M-V def2-TZVPD RIJCOSX def2/J DEFGRID3
* xyz 0 1
S 0.186 3.200 -0.452
O 0.569 -1.555 1.668
O -0.869 -4.051 -1.925
O 1.146 -2.203 -1.162
C 1.064 2.055 0.692
C -1.578 2.791 -0.191
H -0.181 -0.973 1.907
H 1.094 1.094 0.194
H 1.608 -2.483 -0.372
H -1.877 1.824 0.221
H 1.376 -1.035 1.624
H 0.050 -3.864 -1.618
H 0.577 1.959 1.638
H -2.097 2.720 -1.155
H 0.239 -1.962 -0.959
H -1.977 3.626 0.369
H -1.390 -3.662 -1.217
H 2.060 2.519 0.740
*
```

**Highest occupied orbital energy**: -0.321 hartree
**Structure (SMILES)**: CSC.O.O.O
**E_LUMO**: 0.15 eV
**Frontier orbital gap**: 8.881 eV

Entry b
The following is a quantum chemistry calculation of 4 unconnected molecules or ions with the total composition C2H12O3S, from OMol25.

Geometry as ORCA input:
```
! wB97M-V def2-TZVPD RIJCOSX def2/J DEFGRID3
* xyz 0 1
S -0.066 0.029 1.161
O 1.350 1.449 -2.202
O -1.489 1.840 -1.521
O -2.044 -1.232 -1.344
C 0.092 -1.803 1.084
C 1.446 0.377 1.949
H 0.393 1.609 -2.141
H -1.666 -0.587 -0.735
H -2.323 1.375 -1.646
H 0.616 -2.215 1.947
H -1.742 2.660 -1.095
H 1.546 1.380 2.366
H -1.220 -1.563 -1.728
H 1.475 -0.364 2.757
H -0.922 -2.191 1.004
H 0.659 -2.109 0.206
H 2.333 0.260 1.298
H 1.563 1.087 -1.358
*
```

**Highest occupied orbital energy**: -0.327 hartree
**Structure (SMILES)**: CSC.O.O.O
**E_LUMO**: 0.51 eV
**Frontier orbital gap**: 9.414 eV

Entry c
The following is a quantum chemistry calculation of 4 unconnected molecules or ions with the total composition C2H12O3S, from OMol25.

Geometry as ORCA input:
```
! wB97M-V def2-TZVPD RIJCOSX def2/J DEFGRID3
* xyz 0 1
S -1.664 -0.048 -0.046
O 0.824 -0.722 -2.380
O 2.743 3.323 3.637
O 1.714 1.459 -0.355
C -0.989 -2.762 -0.156
C -1.903 -1.726 -0.762
H 0.931 0.897 -0.277
H -0.037 -0.298 -2.448
H -1.656 -1.576 -1.816
H -2.960 -1.994 -0.802
H 2.000 1.612 0.550
H -0.007 -2.323 0.012
H 1.353 -0.300 -3.074
H 3.232 3.361 2.804
H 3.418 3.139 4.306
H -0.779 -3.594 -0.818
H -1.354 -3.108 0.803
H -1.237 -0.515 1.134
*
```

**Highest occupied orbital energy**: -0.343 hartree
**Structure (SMILES)**: CCS.O.O.O
**E_LUMO**: 0.65 eV
**Frontier orbital gap**: 9.974 eV

Least stable of them? entry a.